[1]
The following is a DFT calculation (ωB97M-V/def2-TZVPD) of a 16-piece molecular cluster, C19H70N6O16 overall in a non-equilibrium geometry.

For the HOMO-LUMO gap, the calculation gives 8.95 eV. The calculation puts the relative energy (zero: lowest compared OMol25 entry of this formula, charge and spin) at 13.5 kcal per mole. Its multiplicity is 1. The HOMO energy comes out at -0.3266 Eh. As for the net charge: 0.

```
111
Properties=species:S:1:pos:R:3:forces:R:3:lowdin_charge:R:1
C 0.411658 3.862658 -4.080198 -0.5 2.0 0.3 -0.0731
C -0.091342 2.830658 -3.169198 0.6 -3.3 0.0 -0.3500
O 0.099658 3.298658 -1.864198 -1.1 0.7 1.4 -0.0870
H 1.428658 4.079658 -3.824198 0.8 -0.1 0.0 0.0691
H -0.111342 4.794658 -3.783198 0.0 -0.3 -0.5 0.0954
H 0.325658 3.708658 -5.130198 -0.2 -0.3 -0.8 0.0697
H 0.540658 1.887658 -3.208198 -0.6 0.9 -0.6 0.0943
H -1.129342 2.438658 -3.372198 0.8 1.0 0.4 0.1081
H 0.878658 2.906658 -1.461198 0.2 -0.2 -0.2 0.0420
C 3.078658 -4.098342 -0.154198 -1.5 -0.9 1.3 -0.0751
C 2.819658 -2.600342 -0.295198 1.9 0.0 0.2 -0.2866
O 4.070658 -1.938342 -0.617198 -0.5 -1.6 -0.5 -0.0700
H 2.069658 -4.581342 0.059802 0.9 0.5 -0.6 0.0717
H 3.633658 -4.388342 0.755802 0.2 0.5 -0.4 0.0711
H 3.528658 -4.623342 -1.008198 -0.2 0.6 0.1 0.0783
H 2.452658 -2.129342 0.607802 -0.2 -0.3 0.6 0.0857
H 2.056658 -2.443342 -1.023198 -0.4 0.2 -0.9 0.0536
H 4.012658 -1.017342 -0.424198 -0.2 1.1 0.4 0.0188
C 0.866658 0.669658 0.442802 0.6 -1.3 0.7 -0.0421
C 0.093658 0.202658 -0.781198 -0.2 0.6 1.8 -0.2643
O -1.263342 0.292658 -0.438198 -1.8 -0.4 -0.6 -0.1316
H 0.210658 0.721658 1.335802 0.2 0.6 -0.7 0.0792
H 1.487658 1.530658 0.297802 -0.2 0.7 0.0 0.0414
H 1.567658 -0.106342 0.730802 0.5 -0.2 0.0 0.0529
H 0.251658 -0.838342 -1.009198 0.3 -0.3 -0.3 0.0873
H 0.270658 0.833658 -1.592198 0.6 0.6 -1.5 0.0531
H -1.645342 1.187658 -0.426198 0.5 -0.1 0.3 0.0602
C -2.095342 -2.177342 4.284802 -7.5 2.6 3.5 -0.6222
O -3.364342 -1.987342 4.818802 6.5 -2.1 -2.4 -0.1203
N -1.422342 -1.130342 3.893802 1.1 3.9 -0.4 0.1346
N -1.449342 -3.310342 4.085802 0.2 -3.5 0.6 0.1157
H -1.791342 -0.210342 4.163802 -0.1 -0.9 -0.4 0.1321
H -0.435342 -1.131342 3.503802 -1.6 -0.3 1.5 0.0498
H -1.946342 -4.108342 4.598802 1.6 1.3 -1.1 0.1720
H -0.401342 -3.233342 3.838802 -2.3 -0.9 1.4 0.0940
C -0.867342 -3.023342 0.562802 2.9 1.5 -6.6 -0.5925
O -0.427342 -3.037342 -0.725198 -2.2 -0.4 5.6 -0.0867
N -0.918342 -4.036342 1.358802 -0.1 -4.4 0.6 0.1624
N -1.025342 -1.887342 1.204802 -0.6 2.9 -1.9 0.1649
H -0.752342 -4.943342 0.966802 -0.1 -0.3 -0.2 0.1341
H -1.334342 -3.998342 2.275802 -0.5 0.2 0.1 0.0771
H -1.085342 -1.091342 0.518802 -0.6 -0.3 1.3 0.0892
H -1.459342 -1.795342 2.113802 -0.6 0.1 -0.4 0.0722
C 1.620658 -2.357342 3.522802 6.6 3.9 5.5 -0.5825
O 2.579658 -2.106342 4.463802 -4.6 -1.5 -4.1 -0.0870
N 0.990658 -1.370342 2.917802 0.1 1.1 -1.3 0.1371
N 1.236658 -3.529342 3.163802 -0.5 -2.3 -0.4 0.1847
H 1.199658 -0.423342 3.122802 0.8 0.9 0.3 0.0628
H 0.416658 -1.498342 2.076802 0.6 -0.3 0.0 0.0630
H 1.596658 -4.315342 3.606802 0.9 -1.4 0.7 0.1256
H 0.657658 -3.651342 2.372802 -0.3 -0.4 -1.1 0.0578
C -3.367342 -2.174342 -1.714198 -0.1 -1.0 -1.4 -0.1521
O -4.774342 -1.880342 -1.618198 1.2 0.3 -0.2 -0.1093
H -2.932342 -2.226342 -2.774198 -0.8 0.5 1.3 0.0963
H -3.168342 -3.138342 -1.303198 -0.1 -1.2 0.2 0.0565
H -2.752342 -1.589342 -1.079198 0.1 1.4 0.2 0.0284
H -5.206342 -2.648342 -1.990198 -0.3 -0.1 -0.1 0.0680
C 2.260658 5.007658 0.128802 0.6 1.5 0.1 -0.1572
O 1.299658 4.205658 0.744802 1.6 -1.1 0.8 -0.1058
H 3.231658 4.534658 0.080802 0.1 -0.4 0.2 0.0725
H 2.389658 5.966658 0.657802 0.1 -0.3 0.1 0.0857
H 2.000658 5.301658 -0.873198 -0.3 -0.2 -0.7 0.0735
H 0.479658 4.499658 0.434802 -2.1 0.5 -0.7 0.0360
C -1.588342 0.034658 -4.341198 -1.2 -1.0 0.9 -0.1617
O -2.640342 0.864658 -4.795198 -0.6 1.1 0.5 -0.1302
H -0.764342 0.230658 -4.993198 1.0 -0.3 0.0 0.0719
H -2.007342 -0.986342 -4.440198 1.0 0.1 0.1 0.0726
H -1.357342 0.184658 -3.233198 -0.4 0.1 -1.6 0.0932
H -2.938342 0.552658 -5.651198 0.1 -0.1 -0.1 0.0894
C 0.718658 -2.310342 -3.828198 0.3 2.3 0.6 -0.1563
O 1.783658 -2.755342 -4.648198 0.3 -0.1 0.4 -0.1114
H 0.806658 -1.170342 -3.909198 -0.6 -1.3 0.3 0.0679
H 0.914658 -2.525342 -2.737198 -0.6 -0.3 -1.3 0.0601
H -0.292342 -2.596342 -4.207198 0.8 -0.1 0.6 0.0884
H 1.437658 -3.340342 -5.301198 -0.2 -0.7 -0.6 0.0553
C -3.725342 1.636658 -1.881198 -1.8 -1.1 -1.6 -0.1330
O -4.549342 2.092658 -2.968198 -0.6 0.6 1.4 -0.1062
H -4.290342 1.973658 -1.048198 -0.1 0.1 1.1 0.0665
H -2.783342 2.115658 -1.915198 1.3 0.3 0.0 0.0404
H -3.665342 0.522658 -1.845198 0.2 0.8 -0.1 0.0831
H -4.261342 1.782658 -3.804198 0.9 -0.7 -1.0 0.0173
C 2.144658 1.310658 4.799802 -0.3 -1.8 -0.5 -0.0957
O 1.253658 1.373658 3.656802 1.0 -1.4 0.8 -0.1411
H 1.633658 1.673658 5.630802 -0.9 0.6 1.6 0.0621
H 3.036658 1.855658 4.688802 1.1 1.0 -0.6 0.0615
H 2.473658 0.279658 5.031802 -0.6 0.2 -0.6 0.0839
H 1.080658 2.287658 3.554802 -0.5 1.4 -0.5 0.0597
C -4.015342 -0.239342 1.538802 -1.3 0.2 0.3 -0.1419
O -4.158342 0.181658 2.888802 -1.2 0.4 1.2 -0.1416
H -3.956342 -1.332342 1.575802 0.0 0.3 -0.2 0.0888
H -3.117342 0.219658 1.319802 2.2 0.3 -1.6 0.0104
H -4.757342 0.092658 0.767802 0.2 -0.3 1.0 0.0994
H -4.529342 1.068658 3.045802 0.1 -0.6 -0.8 0.0898
C -1.913342 2.906658 1.992802 2.3 -0.2 1.1 -0.1426
O -2.477342 2.569658 0.725802 -0.1 1.3 -0.1 -0.1617
H -1.800342 2.050658 2.741802 -0.8 0.5 -1.5 0.0852
H -2.489342 3.672658 2.550802 0.4 -0.2 -0.6 0.0874
H -0.790342 3.187658 1.867802 -1.9 0.1 0.1 0.0839
H -2.569342 3.418658 0.202802 0.2 -1.5 0.9 0.1265
C 3.965658 1.618658 1.826802 0.6 -0.2 1.3 -0.1593
O 4.409658 1.001658 0.639802 0.3 1.1 -1.9 -0.1264
H 4.686658 2.357658 2.146802 0.3 0.5 0.1 0.0804
H 3.993658 0.860658 2.626802 -0.2 0.1 -0.5 0.0925
H 2.984658 2.081658 1.826802 -0.3 -0.1 -0.5 0.0511
H 4.714658 1.707658 -0.011198 -0.5 -1.4 1.6 0.1065
C 3.010658 0.668658 -2.943198 1.5 0.9 -0.1 -0.1054
O 2.710658 1.635658 -1.942198 -0.2 0.5 0.1 -0.1266
H 4.109658 0.653658 -3.129198 -0.9 -0.2 -0.1 0.1118
H 2.473658 0.877658 -3.846198 -0.1 0.6 -0.7 0.0682
H 2.666658 -0.281342 -2.662198 -0.2 -1.5 0.8 0.0449
H 3.527658 1.945658 -1.542198 -0.3 -0.2 -0.1 0.0585
```
Positions in Å, forces in eV/Å.

***

[2]
The following is a DFT calculation (ωB97M-V/def2-TZVPD) of a 19-piece molecular cluster, C19H76N38O19 overall in a non-equilibrium geometry.

For the HOMO-LUMO gap, the calculation gives 9.49 eV. The calculation puts the relative energy (zero: lowest compared OMol25 entry of this formula, charge and spin) at 34.9 kcal per mole. Its multiplicity is 1. The HOMO energy comes out at -0.3464 Eh. As for the net charge: 0.

```
152
Properties=species:S:1:pos:R:3:forces:R:3:lowdin_charge:R:1
C -4.823024 2.748574 -4.531903 2.3 1.8 -0.4 -0.6852
O -5.942433 3.103341 -4.680333 -2.7 0.5 -0.9 0.0682
N -3.749167 3.371646 -5.215885 -1.1 0.5 -0.8 0.1329
N -4.480291 1.837743 -3.597597 1.9 -0.2 0.3 0.1656
H -2.803849 3.449881 -4.874679 -0.2 -0.7 0.4 0.0141
H -4.004186 4.203767 -5.756949 -0.4 -0.7 0.5 0.1045
H -5.169517 1.168063 -3.375507 -0.8 -0.6 0.1 0.0993
H -3.543539 1.488888 -3.707024 0.2 -0.3 0.1 0.0747
C -1.116361 -3.410131 0.130844 3.3 1.4 -0.9 -0.6866
O -1.146334 -3.236768 1.331849 -0.2 0.4 2.4 -0.0167
N -0.047969 -2.932061 -0.613489 0.3 0.1 0.4 0.1885
N -2.033743 -4.062863 -0.521089 -1.4 -0.9 -2.9 0.2138
H 0.049264 -3.078445 -1.600283 -0.2 -0.2 -0.4 0.0408
H 0.780785 -2.486831 -0.199213 -1.1 -0.5 0.2 0.0978
H -2.111214 -3.880700 -1.523749 0.1 -0.3 0.4 0.1274
H -2.934820 -4.159734 -0.116732 -0.8 -0.2 0.5 0.0674
C 2.201936 -2.731323 2.840254 -0.7 1.6 -1.5 -0.6878
O 1.941187 -1.627929 2.314936 0.7 0.0 0.3 -0.0483
N 1.309550 -3.689439 2.793902 0.1 -2.6 1.3 0.2136
N 3.427519 -3.039641 3.363476 0.5 0.9 1.2 0.1695
H 1.447846 -4.507781 3.394103 -0.2 0.5 -0.5 0.1241
H 0.379841 -3.553823 2.455711 -0.7 0.4 -0.4 0.0562
H 3.326891 -3.810488 4.017602 0.5 0.1 0.0 0.0948
H 3.788144 -2.197441 3.858456 -0.1 -0.8 -0.5 0.1024
C -5.112327 -2.908130 0.503470 0.2 0.0 -0.2 -0.6947
O -4.990696 -3.687432 -0.422120 0.5 -0.7 -1.1 0.0120
N -6.074102 -3.169268 1.410689 -0.6 1.7 2.4 0.1645
N -4.265944 -1.842251 0.638961 -0.5 -0.3 0.6 0.1911
H -6.707574 -3.889585 1.146912 -0.2 -0.4 0.0 0.0992
H -6.254078 -2.625979 2.288028 0.5 -0.8 -1.4 0.1033
H -4.575169 -1.035195 1.170426 0.3 -0.3 -0.4 0.0492
H -3.723860 -1.707887 -0.199242 0.1 0.4 0.0 0.0654
C 5.461368 1.859901 1.836474 -0.4 -0.8 -0.4 -0.6692
O 5.993638 2.424318 2.787391 0.2 0.6 0.0 0.0004
N 4.460882 0.970103 1.973206 -0.3 0.4 2.8 0.1819
N 5.788146 2.049469 0.512878 -0.9 -1.0 -0.4 0.1474
H 4.112805 0.744349 2.946478 0.2 0.0 -1.5 0.0852
H 4.069562 0.533083 1.178321 -0.4 -0.7 -0.7 0.0275
H 5.571660 1.215476 -0.076255 0.5 1.1 0.4 0.0982
H 6.584253 2.608448 0.330840 0.8 0.2 -0.2 0.0945
C 2.040197 3.928769 0.358752 0.5 -0.7 -0.8 -0.6529
O 1.065297 4.503216 -0.107689 -0.8 0.5 0.7 -0.0047
N 2.130779 3.384694 1.618422 -0.9 0.8 -0.2 0.1857
N 3.090331 3.682585 -0.456658 1.1 -0.9 1.8 0.1913
H 1.396206 3.733398 2.215053 0.1 -0.2 0.3 0.0947
H 3.018625 3.239864 2.068653 0.1 -0.1 -0.2 0.0863
H 3.867479 3.101520 -0.211254 0.3 -0.2 0.5 0.0586
H 3.078309 3.905615 -1.391692 -0.6 0.8 -2.1 0.0705
C 4.434193 -1.549627 -0.711213 -1.7 -2.8 -3.6 -0.6849
O 4.277281 -0.396304 -0.436257 0.5 3.9 1.0 -0.0185
N 4.536736 -1.942323 -2.025233 0.7 -0.1 1.0 0.1845
N 4.210492 -2.522856 0.172527 0.3 -1.9 2.2 0.1681
H 4.548450 -2.906747 -2.235145 0.1 -0.9 -0.1 0.0844
H 4.470504 -1.352234 -2.843038 -0.2 0.5 0.2 0.0516
H 4.000880 -3.530616 -0.086938 0.7 2.2 0.7 0.1512
H 4.293359 -2.199453 1.172163 -0.5 -1.1 -1.5 0.1102
C 0.072376 1.611673 4.104075 -2.4 1.3 -1.9 -0.6299
O -1.042153 2.116742 3.721443 2.2 -1.3 1.0 -0.0625
N 0.446909 0.350561 3.759197 1.0 0.1 0.6 0.1856
N 0.939154 2.379942 4.807886 0.5 -0.1 1.0 0.1419
H 1.420057 0.088307 3.607871 0.1 0.4 0.7 0.0544
H -0.032718 -0.018860 2.987389 -1.3 -0.3 -1.0 0.0404
H 1.771981 1.877011 5.213884 -1.4 1.2 -0.3 0.1163
H 0.428837 3.180589 5.250265 1.3 -1.2 -0.3 0.1346
C 0.483619 -2.881147 -4.790157 1.9 1.4 1.9 -0.6729
O 0.679062 -3.113264 -3.595488 -1.1 -1.1 0.4 -0.0068
N 1.526448 -2.330029 -5.469456 0.8 1.7 -2.4 0.1438
N -0.682424 -2.987591 -5.437420 1.8 -0.2 -2.0 0.2065
H 1.359006 -1.411814 -5.932254 -0.2 -1.4 0.1 0.1070
H 2.446063 -2.263627 -5.047632 -0.5 -0.3 0.6 0.0718
H -0.699323 -2.493385 -6.314005 -0.2 -0.2 -0.1 0.1126
H -1.435496 -2.859545 -4.867362 -2.8 0.3 1.7 0.0476
C 4.458794 0.186634 5.364524 -1.3 -0.5 -1.7 -0.6217
O 3.483797 0.043374 4.539102 1.0 0.6 0.9 -0.1111
N 4.501035 -0.580715 6.456402 0.5 0.1 0.3 0.1799
N 5.468030 1.035096 5.106122 0.6 1.0 0.0 0.1716
H 3.953818 -1.453138 6.514022 -0.2 0.0 0.1 0.0483
H 5.437217 -0.673796 6.774103 0.6 -0.2 0.8 0.0966
H 6.240904 1.209587 5.776618 -1.1 -0.3 -0.8 0.1319
H 5.441818 1.647573 4.241838 0.4 -0.7 1.0 0.0700
C 0.011095 0.462743 0.219046 0.1 2.1 -2.4 -0.6388
O -0.491113 1.326093 -0.557052 0.9 0.5 0.1 -0.0805
N -0.863797 -0.256756 0.877339 -1.7 -1.5 1.3 0.2217
N 1.347680 0.305075 0.295589 -0.8 -1.0 0.5 0.2152
H -0.765316 -1.186344 1.256932 0.6 -0.3 0.1 0.0731
H -1.801248 -0.087491 0.525133 0.2 0.0 0.4 0.0871
H 1.900029 1.064614 -0.055377 0.2 0.0 0.1 0.0737
H 1.681767 -0.437230 0.909614 0.5 0.5 0.0 0.0521
C 2.009899 -3.032135 6.326925 1.6 -0.1 1.3 -0.7188
O 3.142272 -2.928940 6.833419 0.2 -0.4 0.0 -0.0274
N 1.305093 -4.163563 6.396503 -2.4 -0.9 -1.0 0.1800
N 1.465820 -2.006531 5.713746 -1.3 1.7 -1.7 0.1902
H 1.569691 -4.847628 7.065100 0.3 -0.3 0.4 0.1009
H 0.310178 -4.182710 6.061581 1.3 0.2 0.4 0.1039
H 2.080425 -1.208527 5.483485 -0.7 -0.6 0.0 0.0801
H 0.632203 -2.187386 5.140791 0.4 0.4 0.3 0.0811
C 2.895805 0.308979 -4.090742 0.3 0.8 0.4 -0.6182
O 3.698415 -0.614400 -4.340246 -1.2 1.4 0.3 -0.0265
N 2.488094 0.754121 -2.836581 0.9 -2.1 1.6 0.1583
N 2.352802 1.134235 -5.039904 0.3 -0.5 -1.5 0.1516
H 2.799097 0.159538 -1.991140 -0.8 1.2 -1.9 0.0975
H 1.515623 1.047216 -2.814297 0.3 0.0 0.3 0.0742
H 1.927562 2.047231 -4.828080 0.4 -0.9 0.0 0.0791
H 2.653116 0.954473 -6.006677 -0.3 0.3 0.8 0.1203
C -2.263572 -2.923643 4.507729 -0.1 -1.0 0.3 -0.6601
O -1.212990 -3.543002 4.666492 1.2 0.2 0.0 -0.0154
N -3.221474 -3.397210 3.685791 0.5 -0.8 -0.5 0.1933
N -2.559477 -1.825212 5.232037 1.9 -1.2 0.2 0.2009
H -3.969376 -2.784798 3.538124 -1.3 0.9 -0.4 0.0307
H -2.846003 -3.792666 2.831869 0.0 -0.2 0.2 0.0893
H -1.709925 -1.404964 5.543420 -0.1 0.7 0.6 0.0971
H -3.414678 -1.389825 5.098736 -1.6 1.3 -0.3 0.0368
C -4.984318 -0.019214 3.276152 1.9 3.8 -2.6 -0.6552
O -5.139767 -1.018895 3.915812 -0.3 -1.4 1.7 0.0220
N -3.972384 0.964709 3.432314 -0.3 -2.4 2.0 0.1637
N -5.800333 0.289593 2.190534 -0.1 -0.5 -0.2 0.1176
H -3.668416 1.463264 2.602260 0.1 0.0 0.2 0.0572
H -3.275185 0.745423 4.200882 -1.0 0.7 -1.9 0.1066
H -6.561919 -0.403373 2.123593 0.7 0.9 -0.7 0.1068
H -5.389765 0.782561 1.359890 -0.9 -0.5 1.2 0.1100
C -0.996333 1.736425 -8.574170 0.5 0.5 -1.2 -0.6500
O 0.221517 1.823258 -8.546801 0.3 -0.1 0.7 -0.0003
N -1.571896 1.544406 -9.857487 -3.3 -0.1 3.4 0.1325
N -1.771151 1.906257 -7.458724 -1.0 0.0 -0.9 0.1598
H -2.405911 0.918224 -9.889621 1.2 0.9 -0.2 0.1138
H -0.846019 1.344484 -10.452721 1.7 -0.8 -1.8 0.0488
H -1.288186 2.226940 -6.639851 0.1 -0.1 0.2 0.0550
H -2.718262 2.280970 -7.553785 0.5 -0.4 0.1 0.0975
C -2.814004 3.014505 0.102295 -1.4 -0.1 1.2 -0.6542
O -3.409823 1.951828 0.326590 0.0 -0.2 0.1 -0.0345
N -3.212940 3.814047 -0.934820 -0.1 -0.6 -1.2 0.1702
N -1.960469 3.565409 0.992485 0.5 1.6 -1.4 0.2064
H -2.656058 4.614023 -1.179081 -0.1 0.1 0.0 0.0904
H -3.777499 3.383704 -1.697425 0.8 0.4 1.0 0.1057
H -1.675593 3.213458 1.853486 -0.2 -1.9 1.6 0.0461
H -1.232528 4.194494 0.713889 0.0 0.5 -0.8 0.0758
C -2.353645 -0.730699 -2.560762 0.6 -1.0 -1.1 -0.6828
O -2.915600 -1.497657 -3.333458 -0.2 -0.4 0.0 0.0213
N -2.987259 -0.065585 -1.568606 -0.2 0.3 0.4 0.1584
N -1.015906 -0.487791 -2.590039 -1.5 -0.7 -0.1 0.1987
H -2.396574 0.628175 -1.148640 0.0 0.6 0.5 0.0341
H -3.871407 0.300505 -1.835458 -0.8 0.1 0.2 0.0756
H -0.861050 0.451756 -2.287363 1.7 0.2 0.1 0.0556
H -0.518059 -1.161721 -3.141342 0.8 0.6 -0.2 0.0729
C -0.523220 3.540403 -3.855295 1.9 -0.5 0.7 -0.6041
O -1.405264 2.777353 -4.195069 -0.1 -0.6 -0.7 -0.0114
N 0.484641 3.996539 -4.771198 -1.1 0.1 1.3 0.1388
N -0.296675 3.767866 -2.532725 0.9 1.6 -0.6 0.1837
H 0.266277 3.886964 -5.763745 0.0 0.4 0.6 0.0989
H 0.894840 4.879670 -4.467701 0.0 -0.4 -0.6 0.0988
H 0.331727 4.494787 -2.170208 -0.2 -0.8 -0.2 0.0910
H -0.804313 3.273974 -1.818010 -0.2 -0.3 -0.2 0.0576
```
Positions in Å, forces in eV/Å.